[1]
ORCA calculation (wB97M-V/def2-TZVPD) on a cluster of 11 separate species, C8H38O15 in total.

```
! wB97M-V def2-TZVPD RIJCOSX def2/J DEFGRID3
* xyz 0 1
O 2.34117 -0.17072 2.22273
H 1.71554 0.29124 1.69845
H 2.06902 0.01066 3.10893
O 2.24240 -1.46609 -1.38335
H 2.65915 -2.27659 -1.33492
H 2.90993 -0.84761 -1.70830
O -0.13149 2.52073 1.49915
H -0.88201 2.17554 1.95764
H -0.44558 3.41920 1.19579
O -2.38802 0.39801 -1.21515
H -1.52428 0.70362 -1.55597
H -2.91582 0.41625 -1.99922
O 0.09101 -0.17928 0.31094
H 0.08021 -0.17876 -0.60745
H -0.62175 0.27101 0.69070
O -2.29338 0.72588 1.40993
H -2.58432 0.58525 0.51497
H -2.16396 -0.14435 1.76707
O 1.21246 -3.09744 1.52108
H 1.08574 -3.21097 2.42054
H 1.28925 -2.14920 1.37995
C 2.93975 2.69521 2.27642
C 3.19995 4.18735 2.21580
O 2.05100 4.91503 1.78473
O 2.54052 2.29601 0.99813
H 2.09919 2.58565 2.93637
H 3.72511 2.04156 2.65716
H 4.09017 4.51220 1.67286
H 3.44248 4.49683 3.20231
H 1.96420 4.63122 0.86697
H 1.56625 2.33379 0.91882
C 0.87053 1.82162 -1.88385
C 1.10780 3.25215 -2.23201
O 1.83843 3.95519 -1.17503
O -0.10748 1.27068 -2.76565
H 0.52212 1.75517 -0.84173
H 1.74072 1.14719 -1.95372
H 0.06612 3.67602 -2.32520
H 1.49566 3.52178 -3.15200
H 2.03879 4.79307 -1.57553
H 0.05184 1.40830 -3.71217
C -1.93692 -2.83236 1.15564
C -3.43565 -2.80448 1.32485
O -3.99383 -3.79908 0.57051
O -1.24829 -1.94137 1.93714
H -1.74827 -2.51144 0.10437
H -1.44459 -3.84712 1.17309
H -3.74137 -1.77977 1.14713
H -3.62082 -3.09098 2.34700
H -3.51001 -4.56119 0.85283
H -0.35852 -2.15089 1.70846
C -0.64161 -2.84671 -2.17489
C -2.07499 -3.21160 -2.34193
O -2.35459 -4.43911 -1.66676
O -0.49925 -1.54235 -2.61800
H -0.17338 -3.32860 -2.92500
H -0.17683 -2.90559 -1.20149
H -2.38889 -3.35606 -3.33862
H -2.74597 -2.50927 -1.94373
H -3.28012 -4.40827 -1.33856
H 0.38548 -1.22617 -2.57823
*
```

The value obtained for the largest force on an atom is 4.14 eV/A. Its SMILES is OCCO.OCCO.OCCO.OCCO.O.O.O.O.O.O.O. Its total energy is -39621.524 eV.

=====

[2]
ORCA calculation (wB97M-V/def2-TZVPD) on an isolated molecule of C18H18ClNO3.

```
! wB97M-V def2-TZVPD RIJCOSX def2/J DEFGRID3
* xyz 0 1
O 1.64059 1.44893 2.11998
O -1.73820 0.96101 -0.89550
Cl -4.76166 4.29200 2.82109
O -0.20326 -1.85081 0.18268
C 0.55549 1.56934 1.60467
C -1.06677 1.38003 0.05605
C -2.08658 4.14836 3.18572
C -3.17827 3.62183 2.51437
C 1.38260 -3.82120 -4.00953
C 2.69600 -3.62288 -3.60539
C 0.33979 -3.32511 -3.25069
C 2.95926 -3.03777 -2.36463
C 0.56533 -2.77281 -1.99136
C 1.89482 -2.66325 -1.55402
N 0.27175 1.10502 0.32382
C -0.59341 -2.26611 -1.14647
C -0.68786 3.59209 2.97930
C -3.01055 2.49513 1.50051
C 2.16051 -2.14053 -0.16594
C 1.08461 0.13509 -0.41180
C 1.04907 -1.20955 0.30904
C -0.69556 2.26509 2.19355
C -1.58020 2.42825 0.98475
H -2.25578 4.98746 3.91871
H 1.19989 -4.32592 -4.97381
H 3.48852 -3.98470 -4.22780
H -0.65623 -3.42854 -3.61920
H 4.00557 -3.04283 -2.07977
H -1.10434 -1.50533 -1.74495
H -1.30356 -3.11989 -0.97600
H -0.20727 3.37259 3.95529
H -0.11238 4.34528 2.42987
H -3.31420 1.51940 1.97707
H -3.65487 2.67657 0.66631
H 2.21209 -3.01390 0.49796
H 3.10759 -1.57042 -0.10740
H 2.11189 0.57047 -0.49494
H 0.70678 -0.04528 -1.41739
H 1.24859 -1.07199 1.41794
H -1.12273 1.51928 2.88202
H -1.34707 3.38560 0.51589
*
```

The value obtained for the largest force on an atom is 3.94 eV/A. Its SMILES is O=C1[C@H]2CC=C(Cl)C[C@@H]2C(=O)N1C[C@@H]1Cc2ccccc2CO1. Its total energy is -39113.321 eV.

=====

Copy entry 1 word for word.
ORCA calculation (wB97M-V/def2-TZVPD) on a cluster of 11 separate species, C8H38O15 in total.

```
! wB97M-V def2-TZVPD RIJCOSX def2/J DEFGRID3
* xyz 0 1
O 2.34117 -0.17072 2.22273
H 1.71554 0.29124 1.69845
H 2.06902 0.01066 3.10893
O 2.24240 -1.46609 -1.38335
H 2.65915 -2.27659 -1.33492
H 2.90993 -0.84761 -1.70830
O -0.13149 2.52073 1.49915
H -0.88201 2.17554 1.95764
H -0.44558 3.41920 1.19579
O -2.38802 0.39801 -1.21515
H -1.52428 0.70362 -1.55597
H -2.91582 0.41625 -1.99922
O 0.09101 -0.17928 0.31094
H 0.08021 -0.17876 -0.60745
H -0.62175 0.27101 0.69070
O -2.29338 0.72588 1.40993
H -2.58432 0.58525 0.51497
H -2.16396 -0.14435 1.76707
O 1.21246 -3.09744 1.52108
H 1.08574 -3.21097 2.42054
H 1.28925 -2.14920 1.37995
C 2.93975 2.69521 2.27642
C 3.19995 4.18735 2.21580
O 2.05100 4.91503 1.78473
O 2.54052 2.29601 0.99813
H 2.09919 2.58565 2.93637
H 3.72511 2.04156 2.65716
H 4.09017 4.51220 1.67286
H 3.44248 4.49683 3.20231
H 1.96420 4.63122 0.86697
H 1.56625 2.33379 0.91882
C 0.87053 1.82162 -1.88385
C 1.10780 3.25215 -2.23201
O 1.83843 3.95519 -1.17503
O -0.10748 1.27068 -2.76565
H 0.52212 1.75517 -0.84173
H 1.74072 1.14719 -1.95372
H 0.06612 3.67602 -2.32520
H 1.49566 3.52178 -3.15200
H 2.03879 4.79307 -1.57553
H 0.05184 1.40830 -3.71217
C -1.93692 -2.83236 1.15564
C -3.43565 -2.80448 1.32485
O -3.99383 -3.79908 0.57051
O -1.24829 -1.94137 1.93714
H -1.74827 -2.51144 0.10437
H -1.44459 -3.84712 1.17309
H -3.74137 -1.77977 1.14713
H -3.62082 -3.09098 2.34700
H -3.51001 -4.56119 0.85283
H -0.35852 -2.15089 1.70846
C -0.64161 -2.84671 -2.17489
C -2.07499 -3.21160 -2.34193
O -2.35459 -4.43911 -1.66676
O -0.49925 -1.54235 -2.61800
H -0.17338 -3.32860 -2.92500
H -0.17683 -2.90559 -1.20149
H -2.38889 -3.35606 -3.33862
H -2.74597 -2.50927 -1.94373
H -3.28012 -4.40827 -1.33856
H 0.38548 -1.22617 -2.57823
*
```

The value obtained for the largest force on an atom is 4.14 eV/A. Its SMILES is OCCO.OCCO.OCCO.OCCO.O.O.O.O.O.O.O. Its total energy is -39621.524 eV.